{"formula": "C21H20ClFN4O3", "method": "the ωB97M-V functional and the def2-TZVPD basis", "lumo_energy_ev": -0.51, "e_tot_ev": -49441.0146, "smiles": "CCOC(=O)c1cnn(-c2ccc(C(=O)c3c(Cl)ccc([C@H](N)CC)c3F)cn2)c1", "elements": ["C", "C", "O", "C", "O", "C", "C", "N", "N", "C", "C", "C", "C", "C", "O", "C", "C", "Cl", "C", "C", "C", "C", "N", "C", "C", "C", "F", "C", "N", "C", "H", "H", "H", "H", "H", "H", "H", "H", "H", "H", "H", "H", "H", "H", "H", "H", "H", "H", "H", "H"], "positions_angstrom": [[-2.4977, -8.3241, 2.7063], [-1.6187, -8.1179, 4.0056], [-0.9865, -6.8247, 3.8214], [0.2172, -6.7917, 3.1606], [1.0626, -7.6837, 3.1905], [0.6357, -5.4129, 2.5939], [1.8988, -5.1819, 2.0483], [2.1238, -3.9370, 1.7346], [1.0287, -3.2447, 2.0641], [0.6826, -1.9066, 1.5973], [1.5100, -1.0448, 0.8645], [0.9910, 0.0694, 0.2832], [-0.3404, 0.4571, 0.4145], [-0.7491, 1.7822, -0.0522], [-1.5740, 2.2770, 0.6785], [-0.2495, 2.3378, -1.3599], [-0.4533, 1.6247, -2.5903], [-1.0646, 0.0325, -2.8077], [-0.0128, 2.3451, -3.8169], [0.3415, 3.6848, -3.7884], [0.4105, 4.3820, -2.6013], [0.8924, 5.8736, -2.6785], [1.7683, 6.1038, -1.4777], [-0.2294, 6.8465, -2.6950], [0.0239, 8.3084, -2.9782], [0.0680, 3.7592, -1.4058], [0.1033, 4.4341, -0.2257], [-1.0216, -0.3173, 1.2973], [-0.5720, -1.4877, 1.8073], [0.1848, -4.1367, 2.8155], [-3.1342, -9.1148, 2.7556], [-3.1323, -7.3789, 2.5690], [-1.8767, -8.5797, 1.8790], [-2.2137, -8.0760, 4.8692], [-0.9270, -9.0575, 4.0371], [2.6896, -5.9304, 1.8828], [2.5752, -1.2579, 0.8563], [1.6756, 0.5573, -0.4658], [0.0074, 1.9690, -4.8752], [0.5416, 4.2941, -4.6363], [1.5142, 5.9363, -3.5603], [1.2270, 5.8999, -0.5829], [2.5983, 5.5217, -1.5126], [-0.6508, 6.7858, -1.7463], [-1.0015, 6.5862, -3.4855], [1.0209, 8.5867, -2.7160], [0.0006, 8.4426, -4.0154], [-0.6575, 8.9452, -2.4411], [-2.0709, -0.1292, 1.4129], [-0.7596, -3.9069, 3.1697]], "forces_ev_per_a": [[0.8, 3.5, 1.5], [0.7, -2.0, -3.2], [1.2, -0.4, -0.8], [1.9, 0.3, 1.2], [-2.2, 1.1, -0.5], [-0.4, -0.4, 2.0], [1.9, -1.1, -1.0], [0.8, 0.6, -1.3], [-2.3, -0.7, 2.3], [-1.1, 0.7, 0.0], [1.4, -1.8, 1.2], [1.1, 0.6, -2.2], [3.2, -0.4, -0.2], [-1.3, -1.2, 0.4], [-0.3, 1.7, -0.6], [-1.2, 1.1, -0.8], [2.3, 3.1, -1.7], [0.1, 0.2, 0.5], [-0.8, -0.6, 0.1], [-0.4, -1.2, 1.5], [-0.2, 1.8, 1.0], [1.1, -1.9, 2.0], [-1.1, 0.6, 0.5], [-1.5, 0.3, -2.1], [1.1, -0.5, 0.7], [0.2, -1.9, -0.7], [-0.4, -0.8, -0.6], [-0.9, -2.0, 0.2], [0.0, -0.4, 0.2], [0.3, 0.5, -3.0], [-2.0, -2.4, 0.7], [1.1, -1.3, -0.2], [0.7, 0.5, -0.8], [-0.6, 0.3, 1.2], [-0.6, 2.2, 0.3], [-0.6, 0.5, 0.0], [-0.1, -0.1, -0.5], [-0.8, 0.0, 1.1], [-0.5, -0.6, 1.5], [0.3, -0.2, -1.0], [0.3, 0.2, -0.3], [1.3, 0.5, -1.9], [-0.2, 0.0, 0.1], [-1.3, -0.3, 1.7], [0.7, -0.4, 1.2], [0.8, 0.3, 0.6], [-0.5, 0.6, -1.6], [-0.4, 0.2, -0.1], [-0.4, 0.2, 0.7], [-1.5, 1.0, 0.7]], "mulliken_charge": [-1.167, -0.235, -0.300, 0.252, -0.582, 0.244, -0.144, -1.125, 0.850, 0.605, -0.927, 0.150, 0.610, 0.067, -0.555, 0.089, 0.314, -0.172, -0.529, -0.637, 0.307, -0.287, -0.744, -0.425, -1.366, 0.463, -0.403, -0.667, -0.457, -0.646, 0.498, 0.244, 0.316, 0.366, 0.238, 0.465, 0.422, 0.279, 0.305, 0.440, 0.578, 0.314, 0.279, 0.357, 0.314, 0.367, 0.367, 0.335, 0.416, 0.518]}



{"formula": "C21H20ClN3O2S", "method": "the ωB97M-V functional and the def2-TZVPD basis", "de_lowest_kcal_mol": 0.0, "lumo_energy_ev": 0.06, "e_tot_ev": -54024.7754, "smiles": "CN(C)CCN(Cc1ccco1)C(=O)c1cc2c(Cl)nc3ccccc3c2s1", "elements": ["C", "N", "C", "C", "C", "N", "C", "C", "C", "C", "C", "O", "C", "O", "C", "C", "C", "C", "Cl", "N", "C", "C", "C", "C", "C", "C", "C", "S", "H", "H", "H", "H", "H", "H", "H", "H", "H", "H", "H", "H", "H", "H", "H", "H", "H", "H", "H", "H"], "positions_angstrom": [[-4.4095, -2.5030, -0.5027], [-3.8700, -1.4031, 0.2705], [-3.9758, -1.6708, 1.6923], [-4.4858, -0.1421, -0.1023], [-3.6680, 1.0605, 0.3935], [-2.2535, 0.8688, 0.1617], [-1.8154, 0.7505, -1.2176], [-0.5385, 1.4818, -1.4830], [0.6081, 1.1047, -2.1208], [1.4716, 2.2260, -2.0776], [0.7846, 3.1991, -1.4223], [-0.4347, 2.7620, -1.0675], [-1.4450, 0.6753, 1.2273], [-1.8076, 0.8296, 2.3794], [-0.0572, 0.2429, 0.9129], [0.3261, -0.9521, 0.3946], [1.7347, -1.0614, 0.2822], [2.5442, -2.0948, -0.2490], [1.7804, -3.5095, -0.8606], [3.8317, -2.0464, -0.3206], [4.4862, -0.9500, 0.1357], [5.8875, -0.9207, 0.0467], [6.5856, 0.1724, 0.4906], [5.9159, 1.2744, 1.0365], [4.5490, 1.2755, 1.1378], [3.8084, 0.1696, 0.6945], [2.4013, 0.0749, 0.7531], [1.2871, 1.2538, 1.3540], [-4.2548, -2.3126, -1.5646], [-3.8788, -3.4154, -0.2353], [-5.4851, -2.6620, -0.3281], [-3.4835, -2.6176, 1.9083], [-5.0224, -1.7352, 2.0287], [-3.4718, -0.8911, 2.2571], [-4.5386, -0.1143, -1.1944], [-5.5157, -0.0468, 0.2858], [-4.0091, 1.9672, -0.1168], [-3.7922, 1.1991, 1.4684], [-1.6944, -0.2979, -1.5095], [-2.6072, 1.1883, -1.8343], [0.8152, 0.1483, -2.5553], [2.4640, 2.2882, -2.4735], [1.0417, 4.2040, -1.1539], [-0.3589, -1.7250, 0.0979], [6.3853, -1.7780, -0.3773], [7.6630, 0.1895, 0.4208], [6.4843, 2.1260, 1.3791], [4.0177, 2.1177, 1.5573]], "forces_ev_per_a": [[0.0, 0.0, 0.0], [-0.1, 0.0, -0.1], [0.1, 0.1, 0.0], [0.2, 0.1, 0.0], [-0.3, -0.1, 0.2], [-0.2, 0.2, -0.1], [0.3, 0.2, -0.1], [0.3, -0.6, -0.6], [-0.7, 0.1, 0.2], [-0.2, 0.5, 0.2], [0.8, -0.1, -0.4], [-0.5, 0.1, 0.2], [0.0, 0.0, 0.0], [0.1, 0.0, 0.3], [0.5, -0.3, 0.3], [-0.3, 0.2, 0.2], [0.4, 0.6, 0.2], [0.7, 0.3, 0.1], [-0.3, -0.4, -0.2], [-0.5, -0.6, -0.2], [-0.1, 0.7, 0.4], [0.1, 0.2, 0.1], [0.0, -0.2, -0.1], [-0.2, 0.2, 0.1], [0.1, 0.0, 0.0], [0.4, -0.3, -0.2], [-0.6, -0.2, 0.0], [0.0, -0.5, -0.2], [0.0, 0.0, -0.1], [0.0, -0.1, 0.0], [0.0, 0.0, 0.0], [0.0, 0.0, 0.1], [-0.1, 0.0, 0.0], [0.0, 0.0, 0.1], [-0.1, 0.0, 0.0], [0.0, 0.0, -0.1], [0.0, 0.0, 0.1], [0.0, 0.1, -0.2], [0.0, 0.1, -0.1], [0.0, -0.1, 0.0], [0.0, -0.3, 0.0], [0.2, 0.1, -0.1], [-0.1, 0.2, 0.1], [-0.2, -0.1, -0.1], [0.0, -0.1, 0.0], [0.1, 0.0, 0.0], [0.0, 0.1, 0.0], [0.0, 0.1, 0.1]], "mulliken_charge": [-1.168, 0.486, -1.166, -0.812, -1.376, 0.327, -0.450, 0.291, -0.830, -0.282, -0.719, -0.386, 0.570, -0.682, 0.468, -1.256, -0.322, 0.754, -0.218, -0.655, -0.119, -0.287, -0.500, -0.672, -0.785, 1.069, 0.569, -0.326, 0.355, 0.297, 0.351, 0.355, 0.338, 0.330, 0.480, 0.436, 0.377, 0.562, 0.159, 0.622, 0.544, 0.504, 0.483, 0.600, 0.475, 0.384, 0.404, 0.420]}



Number 1: gap between HOMO and LUMO 8.67 eV. Number 2: gap between HOMO and LUMO 8.36 eV.